9
Properties=species:S:1:pos:R:3:lowdin_spin:R:1 method="wB97M-V/def2-TZVPD" molar_mass_g_mol=138.76 e_homo_ev="-7.056 / -10.742" e_tot_ev=-75914.305 multiplicity=3 max_force_ev_per_a=5.53 charge=0
B -0.01089 0.05669 -0.31949 0.122
C 0.57862 -0.00346 1.15464 0.621
O -1.32521 -0.01455 -0.42043 0.035
O 0.86189 0.34749 -1.32252 0.030
Br -0.12174 2.18237 2.03175 1.135
H 0.18947 -0.55465 1.87695 0.031
H 1.68318 -0.05994 1.26791 0.027
H -1.73782 0.00157 -1.26885 0.000
H 0.81106 0.33172 -2.36641 0.000